Record 1
Formula: C7H12
Source: OMol25
Level of theory: ωB97M-V/def2-TZVPD

```
19
Properties=species:S:1:pos:R:3:forces:R:3:nbo_charge:R:1
C -2.202 -0.318 -0.179 0.2 0.0 -0.2 -0.677
C -0.797 0.115 -0.639 -1.2 -1.2 -0.8 -0.076
C 0.272 -0.883 -0.287 -0.1 0.1 -0.2 -0.289
C 1.656 -0.552 -0.921 0.2 -0.2 -0.1 -0.381
C 2.021 0.204 0.350 0.1 0.1 -0.1 -0.293
C 0.898 1.133 0.558 1.1 -0.3 0.6 -0.160
C 0.753 -0.272 1.050 0.0 0.2 -0.1 -0.261
H -2.991 0.439 -0.269 0.4 0.0 0.0 0.219
H -2.239 -0.723 0.840 0.2 0.2 -0.1 0.214
H -2.517 -1.158 -0.835 0.2 0.3 0.1 0.218
H -0.835 0.554 -1.639 0.3 -0.1 0.1 0.180
H -1.273 1.487 0.937 -0.4 0.4 0.4 -0.009
H -0.012 -1.940 -0.363 -0.1 0.1 0.1 0.203
H 1.656 0.071 -1.828 -0.1 -0.4 0.1 0.196
H 2.244 -1.457 -1.075 0.0 0.0 0.0 0.207
H 3.013 0.244 0.814 -0.4 0.3 -0.3 0.231
H -0.979 1.821 1.535 -0.5 0.2 0.2 0.007
H 0.483 1.997 0.073 0.0 0.1 0.4 0.240
H 0.594 -0.580 2.079 0.1 0.0 -0.2 0.230
```
Forces are in eV/Å.

* energy relative to the best compared isomer or geometry (same formula, charge and spin): 710.24 kJ/mol
* F_max: 1.9 eV/A
* gap between HOMO and LUMO (spin up / spin down): 0.317 / 0.303 hartree
* E_tot: -7446.0703 eV

Record 2
Formula: CH3N4O
Source: OMol25
Level of theory: ωB97M-V/def2-TZVPD

```
9
Properties=species:S:1:pos:R:3:forces:R:3:nbo_charge:R:1
C -2.679 -0.073 0.091 -0.5 -0.1 0.4 0.368
N -3.420 -0.829 -0.356 -1.3 -1.3 -0.9 -0.420
N 0.651 -0.070 -0.257 0.8 2.3 0.8 -0.716
N 0.057 -0.990 0.517 0.4 -2.3 0.5 -0.533
N -1.894 0.737 0.719 0.0 1.5 1.0 -0.094
O -1.236 1.459 -0.192 -0.7 1.5 -0.2 -0.587
H 1.172 0.547 0.438 -0.1 -1.1 -0.8 0.281
H -0.273 0.869 -0.303 1.1 -1.1 -0.8 0.435
H -0.446 -1.657 -0.102 0.2 0.7 0.1 0.266
```
Forces are in eV/Å.

* charge: -1
* 2S+1: 3
* energy relative to the best compared isomer or geometry (same formula, charge and spin): 0.00 kJ/mol
* F_max: 2.6 eV/A
* gap between HOMO and LUMO (spin up / spin down): 0.242 / 0.237 hartree
* ⟨S²⟩: 2.02
* E_tot: -9088.4037 eV

Copy entry 2 word for word.
Formula: CH3N4O
Source: OMol25
Level of theory: ωB97M-V/def2-TZVPD

```
9
Properties=species:S:1:pos:R:3:forces:R:3:nbo_charge:R:1
C -2.679 -0.073 0.091 -0.5 -0.1 0.4 0.368
N -3.420 -0.829 -0.356 -1.3 -1.3 -0.9 -0.420
N 0.651 -0.070 -0.257 0.8 2.3 0.8 -0.716
N 0.057 -0.990 0.517 0.4 -2.3 0.5 -0.533
N -1.894 0.737 0.719 0.0 1.5 1.0 -0.094
O -1.236 1.459 -0.192 -0.7 1.5 -0.2 -0.587
H 1.172 0.547 0.438 -0.1 -1.1 -0.8 0.281
H -0.273 0.869 -0.303 1.1 -1.1 -0.8 0.435
H -0.446 -1.657 -0.102 0.2 0.7 0.1 0.266
```
Forces are in eV/Å.

* charge: -1
* 2S+1: 3
* energy relative to the best compared isomer or geometry (same formula, charge and spin): 0.00 kJ/mol
* F_max: 2.6 eV/A
* gap between HOMO and LUMO (spin up / spin down): 0.242 / 0.237 hartree
* ⟨S²⟩: 2.02
* E_tot: -9088.4037 eV

- Look up the energy relative to the best compared isomer or geometry (same formula, charge and spin) of the first one.
  710.24 kJ/mol